1.
This record from the OMol25 dataset describes an isolated molecule of C2H7N3O2 in a non-equilibrium geometry. The level of theory is the ωB97M-V functional and the def2-TZVPD basis.

E_LUMO: 0.659 eV
highest occupied orbital energy: -9.099 eV
orbital gap: 9.759 eV
largest force on an atom: 4.78 eV Å⁻¹
SMILES: NCN(N)C(=O)O
energy above the lowest of the compared OMol25 structures with the same formula, charge and spin: 64.2 kcal/mol

```
! RIJCOSX wB97M-V def2-TZVPD def2/J DEFGRID3
* xyz 0 1
N 1.211 1.683 -0.546
C 1.093 0.520 0.286
N 0.076 -0.479 -0.173
N -0.086 -1.742 0.358
C -1.368 0.271 -0.103
O -1.524 1.361 0.323
O -2.294 -0.533 -0.631
H 1.308 1.508 -1.499
H 0.511 2.277 -0.229
H 0.880 0.865 1.256
H 1.990 -0.102 0.429
H -0.094 -1.680 1.422
H 0.213 -2.559 -0.221
H -1.916 -1.390 -0.673
*
```


2.
This record from the OMol25 dataset describes an isolated molecule of C5H10O2. The level of theory is the ωB97M-V functional and the def2-TZVPD basis.

E_LUMO: 0.986 eV
highest occupied orbital energy: -9.610 eV
orbital gap: 10.596 eV
largest force on an atom: 0.39 eV Å⁻¹
SMILES: CO[C@H]1C[C@H]1CO
energy above the lowest of the compared OMol25 structures with the same formula, charge and spin: 57.7 kcal/mol

```
! RIJCOSX wB97M-V def2-TZVPD def2/J DEFGRID3
* xyz 0 1
C -1.368 -1.731 0.917
O -0.267 -0.994 0.432
C -0.646 0.038 -0.434
C -0.677 1.448 0.082
C 0.446 0.978 -0.815
C 1.820 0.715 -0.235
O 2.385 -0.469 -0.760
H -1.756 -2.407 0.142
H -2.178 -1.068 1.248
H -1.020 -2.326 1.766
H -1.377 -0.255 -1.189
H -1.415 2.138 -0.317
H -0.434 1.590 1.132
H 0.443 1.320 -1.848
H 2.503 1.530 -0.494
H 1.757 0.670 0.863
H 1.784 -1.178 -0.490
*
```